Entry 1:
Computed, not measured: a cluster of 3 separate species, CH8N2O3 in total, with wB97M-V/def2-TZVPD.

XYZ file:
```
14
Properties=species:S:1:pos:R:3:forces:R:3
N -0.958487 -0.377650 -1.290332 0.74 -0.98 1.53
C -0.566612 -0.836335 -0.068868 0.08 -0.01 -0.26
N -1.538816 -1.499547 0.642138 -0.05 -0.09 0.61
O 0.550031 -0.642587 0.410321 -0.13 0.29 0.01
H -1.955058 -0.327048 -1.341437 -0.08 0.49 -1.12
H -0.193095 -0.010441 -1.847348 -0.82 0.37 -0.48
H -1.209683 -1.750734 1.559944 0.05 -0.04 0.07
H -2.052107 -2.249343 0.215255 -0.13 0.09 -0.38
O 0.853043 2.114387 1.761190 -0.06 -0.21 -1.10
H 0.786664 1.312674 1.204646 0.06 0.37 0.44
H 0.817702 1.784144 2.649068 0.00 -0.25 0.69
O 1.869451 0.612176 -1.593824 -0.54 -0.62 -0.47
H 2.261139 1.471681 -1.497124 0.09 0.54 0.26
H 1.335828 0.398622 -0.803630 0.78 0.07 0.20
```
Positions in Å, forces in eV/Å.

Results
- Total charge: 0
- E_HOMO: -10.7 eV
- Spin multiplicity: 1
- Energy: -10290.520 eV
- Molecular weight: 96.09 g/mol
- LUMO energy: 0.61 eV
- SMILES: NC(N)=O.O.O

Results of the Löwdin charge analysis, in e, for atoms 1 through 6:
1. N 0.1784
2. C -0.6358
3. N 0.1469
4. O 0.0031
5. H 0.1043
6. H 0.0944

=====

Entry 2:
Computed, not measured: the ion C3H5N2O2 with charge +1, with wB97M-V/def2-TZVPD.

XYZ file:
```
12
Properties=species:S:1:pos:R:3:forces:R:3
N 1.078326 2.217213 0.585508 -0.61 -2.92 -0.26
C 1.139234 1.045134 0.443136 -0.48 3.01 0.26
C 1.353290 -0.298072 0.249231 1.56 -0.40 0.05
C 0.439408 -1.344482 0.203917 0.63 3.91 -0.62
O -0.804309 -1.457701 -0.033461 -2.13 -1.69 -0.55
N -1.885780 -0.553975 -0.060326 -0.35 1.90 0.43
O -1.515993 0.667915 -0.665525 -0.11 -0.81 0.97
H 0.583615 3.037936 0.926527 0.56 -0.15 -0.10
H 2.479220 -0.551449 0.160660 -2.08 0.22 0.46
H 0.884493 -2.256118 0.212533 1.01 -2.88 0.08
H -2.726446 -0.979314 -0.557594 2.07 -0.01 0.21
H -1.025058 0.472913 -1.464607 -0.08 -0.18 -0.92
```
Positions in Å, forces in eV/Å.

Results
- Total charge: +1
- E_HOMO: -14.2 eV
- Spin multiplicity: 1
- Energy: -10254.392 eV
- Molecular weight: 101.08 g/mol
- LUMO energy: -4.91 eV
- SMILES: [NH+]#C/C=C\ONO

Results of the Löwdin charge analysis, in e, for atoms 1 through 6:
1. N 0.3338
2. C -0.0416
3. C -0.0220
4. C -0.0732
5. O 0.0378
6. N 0.0148

=====

Entry 3:
Computed, not measured: a structure of composition C35H33N9O4S2Sc, with wB97M-V/def2-TZVPD.

XYZ file:
```
84
Properties=species:S:1:pos:R:3:forces:R:3
Sc 0.331474 -1.040798 -0.517117 -0.57 -0.61 -0.25
C -2.433164 -2.871784 -0.349425 0.09 -0.01 -0.06
C -2.917003 -2.204920 0.928067 -0.06 0.00 0.03
C -2.739930 -0.716900 1.027498 0.08 -0.01 0.01
C -3.766355 0.061771 1.553517 -0.01 -0.02 0.04
C -3.575441 1.416797 1.735953 -0.01 0.02 -0.01
C -2.350362 1.966237 1.385434 -0.03 0.01 0.01
C -1.388536 1.131891 0.864416 0.06 -0.05 0.03
N -1.566777 -0.186180 0.675907 0.09 0.02 -0.07
N -0.966881 -3.086201 -0.449944 0.11 0.10 -0.21
C -0.468273 -3.980617 0.612510 -0.03 -0.02 -0.03
C 1.039128 -3.944704 0.698687 -0.03 -0.03 -0.03
C 1.733620 -4.808221 1.533668 -0.04 -0.06 -0.04
C 3.110936 -4.711614 1.586954 0.07 -0.01 0.02
C 3.757395 -3.762343 0.804526 0.00 -0.06 0.04
C 2.990188 -2.937507 0.013181 -0.07 -0.01 -0.09
N 1.655019 -3.029868 -0.042532 0.03 0.31 0.06
C -0.694249 -3.757434 -1.754534 -0.04 0.02 0.08
C -0.316503 -2.839169 -2.882431 0.14 0.01 0.03
C -0.891449 -2.948969 -4.133618 0.03 -0.12 -0.06
C -0.374462 -2.199182 -5.178957 -0.01 0.01 -0.04
C 0.711563 -1.374885 -4.940621 0.00 0.00 -0.02
C 1.196724 -1.284826 -3.649277 0.04 -0.07 0.08
N 0.688944 -1.986118 -2.630184 -0.14 0.17 -0.28
H -2.723233 -2.274398 -1.217140 -0.01 0.02 0.01
H -2.928211 -3.845457 -0.443501 -0.01 -0.01 0.03
H -2.442343 -2.652137 1.804466 -0.04 -0.01 0.02
H -3.978368 -2.431686 1.030134 -0.01 0.01 -0.02
H -4.701590 -0.408638 1.825665 0.00 0.01 0.00
H -4.364319 2.033574 2.146185 0.01 -0.01 0.00
H -2.138111 3.018471 1.513819 -0.01 -0.01 0.01
H -0.414514 1.527124 0.604348 -0.01 -0.01 -0.02
H -0.804537 -5.006792 0.417640 -0.02 -0.02 0.07
H -0.877778 -3.687831 1.577292 0.04 0.07 0.00
H 1.197994 -5.537506 2.127838 0.01 0.00 0.00
H 3.678931 -5.367407 2.233483 0.00 0.00 -0.01
H 4.832013 -3.653027 0.819274 0.00 -0.01 0.01
H 3.446581 -2.162019 -0.590779 -0.02 0.02 0.00
H -1.551408 -4.373846 -2.037480 -0.01 0.00 0.00
H 0.152463 -4.428889 -1.612810 0.01 -0.02 -0.03
H -1.718256 -3.628743 -4.289692 0.00 0.01 0.00
H -0.806968 -2.268434 -6.168373 0.00 0.00 0.01
H 1.166147 -0.794306 -5.730598 0.00 0.00 0.00
H 2.016880 -0.620719 -3.406930 0.00 0.01 0.00
S 0.675313 -1.457916 3.423542 0.01 -0.18 0.05
C -0.145464 -0.272898 4.425199 -0.06 -0.05 0.10
C -1.119049 -0.543935 5.367237 0.06 -0.06 -0.06
C -1.683548 0.504546 6.085618 -0.20 -0.09 0.18
C -2.720339 0.214883 7.045077 0.15 0.14 -0.11
N -3.555669 -0.014825 7.798292 -0.01 -0.06 -0.01
C -1.275718 1.820067 5.848422 -0.09 0.23 0.13
C -0.303569 2.091703 4.890792 0.05 -0.01 -0.04
C 0.263167 1.047479 4.182952 -0.02 0.08 0.07
S 1.483051 1.202496 2.934010 0.19 0.06 -0.10
C -1.886805 2.917719 6.558462 0.07 -0.21 -0.12
N -2.381739 3.802431 7.096904 0.01 0.03 0.01
H -1.455477 -1.555106 5.551341 0.01 0.00 -0.01
H -0.010080 3.116178 4.705659 0.00 -0.01 -0.01
O 1.392413 -0.644687 1.043768 0.30 0.28 1.06
N 0.752975 -0.215755 2.185589 -0.08 0.13 -0.27
C 0.945638 5.467910 -1.284447 0.01 0.02 0.00
C 1.137888 3.983212 -1.011262 0.01 -0.02 -0.03
C 1.568740 3.113591 -2.241832 -0.10 -0.01 -0.02
C 2.863025 3.642283 -2.907704 0.01 0.00 0.02
C 2.779675 4.700810 -4.005679 0.01 0.00 0.01
C 0.354413 3.077646 -3.159076 0.03 0.04 0.04
O 0.056341 3.936043 -3.945662 -0.01 0.01 -0.02
N -0.526055 2.001791 -2.978100 0.06 0.02 -0.01
C -0.289687 0.943997 -2.159751 0.03 -0.05 0.07
O -1.127641 0.022115 -2.022933 0.04 -0.02 0.00
N 0.860971 0.829981 -1.475471 -0.01 0.11 -0.25
C 1.888562 1.748875 -1.612059 -0.15 0.05 -0.09
O 2.991506 1.501439 -1.189653 0.08 -0.09 0.05
H 0.534724 5.951050 -0.397495 0.01 -0.01 0.01
H 0.263159 5.649310 -2.114104 -0.01 -0.02 0.00
H 1.893883 5.953385 -1.510344 0.00 -0.01 -0.01
H 0.215012 3.563415 -0.593844 0.00 -0.02 -0.02
H 1.916953 3.837187 -0.259428 0.00 0.03 0.02
H 3.404334 2.779991 -3.300819 -0.01 -0.01 -0.02
H 3.486097 4.007726 -2.089413 0.01 0.01 -0.01
H 2.304934 4.321901 -4.907536 0.00 -0.02 0.00
H 3.797665 4.997229 -4.262966 -0.01 0.00 0.00
H 2.234758 5.592308 -3.706929 -0.01 -0.01 0.02
H -1.391321 2.022665 -3.500865 0.01 0.00 0.01
```
Positions in Å, forces in eV/Å.

Results
- Total charge: +1
- E_HOMO: -10.3 eV
- Spin multiplicity: 1
- Energy: -100801.205 eV
- Molecular weight: 752.80 g/mol
- LUMO energy: -2.74 eV

Results of the Löwdin charge analysis, in e, for atoms 1 through 6:
1. Sc 1.0587
2. C -0.1483
3. C -0.0965
4. C -0.2436
5. C 0.0034
6. C -0.0231

=====

What is the formula in the third record? C35H33N9O4S2Sc

=====

Among the records above, which one has the lowest total charge? CH8N2O3